No. 1
Below is C6H10Cl4CrNO3 as an isolated structure in a non-equilibrium geometry, with properties calculated with ωB97M-V/def2-TZVPD.

## Properties
Total charge ... +1
Energy above the lowest of the compared OMol25 structures with the same formula, charge and spin ... 5.2 kcal per mole
Spin multiplicity ... 5
LUMO (spin up / spin down) ... -6.981 / -6.088 eV
E_HOMO (spin up / spin down) ... -13.029 / -13.029 eV

Each line ends with the Löwdin spin population.
Element x y z (Å)
Cr (-1.68992, 1.59083, 2.33527)  4.010
Cl (0.01570, -0.08355, 2.65461)  -0.049
C (1.45077, -1.40663, -0.82528)  0.000
C (0.66747, -0.95858, -1.98617)  0.000
N (0.04809, -0.63921, -2.89717)  0.000
H (0.78618, -1.13260, -0.00296)  0.000
H (2.34251, -0.79836, -0.67563)  0.000
H (1.74607, -2.44536, -0.91545)  0.000
C (-2.88949, 1.90776, -1.79776)  0.000
O (-1.56942, 2.47916, -1.82982)  0.002
C (-0.81270, 2.27716, -0.79622)  0.006
O (-1.20681, 1.86792, 0.30064)  0.026
O (0.41471, 2.57881, -1.07969)  0.004
C (1.34910, 2.46163, -0.00690)  0.001
H (-3.33211, 2.12547, -0.82386)  0.000
H (-2.84498, 0.81671, -1.77209)  0.000
H (-3.45662, 2.26653, -2.64400)  0.000
H (1.13169, 3.27637, 0.69192)  0.000
H (2.37218, 2.69925, -0.29238)  0.000
H (1.36321, 1.50485, 0.50423)  0.000
C (0.87769, -3.94006, 2.40896)  -0.001
Cl (2.50651, -4.57637, 2.36784)  0.000
Cl (-0.14044, -4.91981, 3.48783)  0.000
Cl (0.03092, -4.03391, 0.82754)  0.000
H (0.83967, -2.91803, 2.76654)  -0.001

***

No. 2
Below is C6H10ClF as an isolated structure in a non-equilibrium geometry, with properties calculated with ωB97M-V/def2-TZVPD.

## Properties
Total charge ... 0
Energy above the lowest of the compared OMol25 structures with the same formula, charge and spin ... 167.1 kcal per mole
LUMO ... 0.498 eV
E_HOMO ... -10.125 eV

Each line ends with the Löwdin charge.
Element x y z (Å)
C (0.62227, -0.79396, 1.20382)  -0.169
C (0.78730, -0.16831, -0.03993)  -0.986
C (1.52390, 1.05531, 0.18566)  -0.369
C (-0.37533, 0.05219, -0.95116)  -0.331
C (-1.60484, 0.71710, -0.42108)  -0.145
C (-1.70771, -0.80570, -0.72977)  -0.079
H (-0.69818, -0.69673, 1.74746)  0.171
H (1.52578, -0.14800, 2.16130)  0.183
H (1.00639, -2.37620, 1.08228)  0.203
H (0.91028, 1.88719, 0.68802)  0.165
H (2.40657, 0.81954, 0.94290)  0.133
H (-0.20610, 0.44612, -1.82171)  0.069
H (-1.64983, 0.87818, 0.61098)  0.052
H (-2.37378, 1.37991, -1.17450)  0.175
H (-2.16626, -1.11347, -1.76378)  0.131
H (-1.72533, -1.38900, 0.20945)  0.069
F (1.91127, 1.54486, -0.94729)  0.021
Cl (1.81358, -1.28903, -0.98266)  0.707

***

> Among the records above, which one has the highest energy above the lowest of the compared OMol25 structures with the same formula, charge and spin?

C6H10ClF